{
  "formula": "C9H6CoN2O5S",
  "method": "ωB97M-V with the def2-TZVPD basis set",
  "elements": ["O", "C", "Co", "O", "C", "C", "O", "C", "O", "C", "O", "C", "N", "C", "C", "N", "C", "S", "H", "H", "H", "H", "H", "H"],
  "positions_angstrom": [[0.56, 4.02, -2.47], [0.35, 2.91, -2.26], [0.30, -1.16, -2.65], [0.05, -0.23, -5.57], [0.14, -0.59, -4.46], [0.39, -2.66, -2.28], [0.44, -3.75, -1.87], [-1.45, -0.98, -1.90], [-2.39, -0.57, -1.32], [2.18, -1.02, -2.29], [3.27, -0.71, -2.00], [-0.49, -1.22, 3.20], [-0.40, 0.07, 2.51], [-0.79, 1.34, 2.94], [-0.44, 2.20, 1.96], [0.14, 1.47, 0.95], [0.15, 0.14, 1.27], [0.72, -1.15, 0.31], [-1.10, -1.93, 2.61], [0.51, -1.69, 3.25], [-0.89, -1.07, 4.20], [-1.30, 1.50, 3.89], [-0.51, 3.28, 1.89], [0.58, 1.80, 0.09]],
  "homo_energy_ev": [-16.553, -17.858],
  "orbital_gap_ev": [8.97, 6.78],
  "charge": 2,
  "spin_multiplicity": 4,
  "s2": 3.80
}